No. 1
{"formula": "C28H33BeN2O", "method": "ωB97M-V/def2-TZVPD", "elements": ["C", "C", "C", "H", "C", "C", "H", "C", "C", "C", "H", "C", "C", "H", "H", "H", "H", "H", "H", "Be", "C", "C", "C", "H", "H", "H", "H", "H", "H", "C", "C", "H", "H", "O", "N", "C", "H", "C", "C", "H", "C", "H", "C", "H", "C", "H", "C", "H", "H", "H", "C", "C", "C", "C", "C", "C", "N", "H", "H", "H", "H", "H", "H", "H", "H"], "positions_angstrom": [[-1.0371, 1.9653, 1.0205], [-0.3744, 2.4409, -0.1801], [-0.9135, 1.7743, -1.2905], [0.3660, 3.2432, -0.2185], [-1.9641, 0.9187, -0.8394], [-2.0760, 1.0514, 0.5516], [-2.5958, 0.3092, -1.4720], [1.3879, 1.1811, 3.0766], [1.8309, 2.3311, 2.3625], [2.3725, 1.8974, 1.1174], [1.8182, 3.3598, 2.7228], [2.2277, 0.4900, 1.0101], [1.6161, 0.0202, 2.2360], [-0.6287, 1.9336, -2.3322], [-2.8614, 0.6338, 1.1758], [-1.0502, 2.5040, 1.9763], [1.5767, -1.0291, 2.5579], [2.9128, 2.5301, 0.4115], [1.1442, 1.1221, 4.1423], [-0.0910, 0.4313, 1.7570], [2.5893, -0.4478, -0.1067], [3.5471, -1.5220, 0.4701], [3.2507, 0.2643, -1.2948], [4.4337, -1.0275, 0.8828], [3.8786, -2.2009, -0.3172], [3.0715, -2.1168, 1.2567], [4.1366, 0.8134, -0.9491], [2.5548, 0.9599, -1.7834], [3.5879, -0.4876, -2.0220], [1.2252, -1.0749, -0.5946], [1.2828, -2.3541, -1.3993], [0.6280, -0.3141, -1.1199], [0.6146, -1.3542, 0.2814], [1.9456, -3.3006, -0.9646], [0.5562, -2.4438, -2.5827], [-0.8344, -1.9716, -2.7658], [0.7141, -3.3354, -3.0518], [-0.9177, -0.7796, -3.6763], [-2.1621, -0.2177, -4.0013], [-3.0738, -0.7316, -3.6768], [-2.2252, 0.9832, -4.7140], [-3.1969, 1.4397, -4.9179], [-1.0480, 1.5994, -5.1682], [-1.1006, 2.5582, -5.6989], [0.1853, 0.9722, -4.9415], [1.1075, 1.4148, -5.3300], [0.2456, -0.2312, -4.2184], [1.1967, -0.7528, -4.0827], [-1.3206, -1.7452, -1.7990], [-1.4142, -2.7893, -3.2226], [-1.5111, 1.7506, 4.4318], [-1.6472, 0.3430, 4.0480], [-2.4023, -0.6095, 4.7359], [-2.4250, -1.7822, 3.9356], [-1.6817, -1.5004, 2.7813], [-1.5301, -2.3444, 1.5861], [-1.1470, -0.2348, 2.8933], [-0.4858, 2.1198, 4.3366], [-1.8185, 1.8591, 5.4791], [-2.1741, 2.3956, 3.8352], [-2.8659, -0.4492, 5.6970], [-2.9116, -2.7271, 4.1425], [-0.6008, -2.9340, 1.6170], [-2.3659, -3.0646, 1.5387], [-1.5523, -1.7370, 0.6647]], "nbo_charge": [-0.70, -0.23, -0.35, 0.21, -0.35, -0.30, 0.19, -0.42, -0.27, -0.31, 0.20, -0.07, -0.64, 0.20, 0.22, 0.25, 0.25, 0.21, 0.23, 1.67, -0.05, -0.60, -0.61, 0.20, 0.22, 0.21, 0.21, 0.22, 0.20, -0.54, 0.70, 0.26, 0.24, -0.63, -0.65, -0.24, 0.39, -0.05, -0.21, 0.21, -0.21, 0.21, -0.23, 0.21, -0.23, 0.21, -0.17, 0.22, 0.23, 0.21, -0.64, 0.10, -0.34, -0.34, 0.10, -0.65, -0.81, 0.22, 0.21, 0.20, 0.19, 0.19, 0.20, 0.22, 0.21], "de_lowest_kj_mol": 0.0, "e_lumo_ev": 2.8, "fmax_ev_per_a": 2.20, "energy_ev": -35002.685, "e_homo_ev": -3.9911, "total_charge": -1}



No. 2
{"formula": "C28H33FN4O5", "method": "ωB97M-V/def2-TZVPD", "elements": ["C", "C", "C", "C", "C", "N", "C", "O", "C", "C", "C", "C", "C", "O", "C", "C", "C", "N", "C", "O", "C", "C", "C", "O", "N", "C", "C", "C", "C", "O", "N", "C", "C", "C", "C", "F", "C", "C", "H", "H", "H", "H", "H", "H", "H", "H", "H", "H", "H", "H", "H", "H", "H", "H", "H", "H", "H", "H", "H", "H", "H", "H", "H", "H", "H", "H", "H", "H", "H", "H", "H"], "positions_angstrom": [[-0.8925, 4.3267, 1.5790], [-0.4072, 4.0693, 0.1563], [-0.8820, 2.7293, -0.4326], [-0.3317, 2.5672, -1.8525], [-2.4054, 2.6359, -0.4466], [-0.3009, 1.6814, 0.4098], [-0.6800, 0.4121, 0.5262], [-1.6995, -0.1005, 0.0974], [0.2403, -0.4505, 1.4344], [1.5629, 0.1524, 1.8227], [2.5497, 0.4305, 0.8753], [3.7544, 0.9770, 1.2575], [4.0141, 1.2644, 2.5998], [5.2328, 1.8024, 2.8670], [5.5594, 2.1084, 4.2012], [3.0350, 0.9901, 3.5485], [1.8280, 0.4379, 3.1547], [0.3833, -1.7532, 0.7821], [0.5149, -1.8060, -0.5700], [0.7197, -0.8045, -1.2286], [0.2812, -3.1608, -1.2006], [-1.2314, -3.3182, -1.4490], [-1.6367, -2.5625, -2.7074], [-1.5843, -3.0793, -3.8022], [-2.0539, -1.2876, -2.4849], [-2.4503, -0.4170, -3.4722], [-2.5259, -0.6247, -4.8776], [-2.9858, 0.5660, -5.3545], [-3.2868, 1.0389, -6.7277], [-3.1733, 1.4166, -4.3292], [-2.8408, 0.7993, -3.1651], [0.2615, -2.8878, 1.6191], [1.3767, -3.6768, 1.8827], [1.2716, -4.7697, 2.7226], [0.0450, -5.0528, 3.2975], [-0.0605, -6.1144, 4.1202], [-1.0746, -4.2760, 3.0572], [-0.9601, -3.1875, 2.2133], [-0.6185, 3.5035, 2.2355], [-1.9719, 4.4438, 1.6051], [-0.4428, 5.2383, 1.9664], [0.6867, 4.0875, 0.1435], [-0.7548, 4.8720, -0.4953], [-0.8186, 3.2668, -2.5252], [0.7424, 2.7412, -1.8731], [-0.5253, 1.5575, -2.2018], [-2.7903, 2.4584, 0.5535], [-2.7237, 1.8251, -1.0955], [-2.8212, 3.5650, -0.8274], [0.6296, 1.8944, 0.7439], [-0.3420, -0.6240, 2.3485], [2.3603, 0.2188, -0.1655], [4.5210, 1.1936, 0.5307], [6.5681, 2.5167, 4.1708], [4.8793, 2.8570, 4.6202], [5.5505, 1.2141, 4.8325], [3.1987, 1.1962, 4.5943], [1.0806, 0.2277, 3.9070], [0.8078, -3.2030, -2.1551], [0.6354, -3.9651, -0.5577], [-1.4521, -4.3729, -1.6200], [-1.7976, -2.9647, -0.5873], [-2.0215, -0.8804, -1.5492], [-2.2730, -1.5154, -5.4084], [-2.6225, 1.8592, -6.9958], [-3.1540, 0.2241, -7.4323], [-4.3108, 1.4044, -6.7818], [2.3228, -3.4266, 1.4268], [2.1229, -5.3950, 2.9394], [-2.0136, -4.5288, 3.5232], [-1.8187, -2.5659, 2.0062]], "nbo_charge": [-0.61, -0.40, 0.13, -0.61, -0.64, -0.62, 0.74, -0.70, -0.14, -0.02, -0.23, -0.24, 0.30, -0.49, -0.25, -0.30, -0.20, -0.50, 0.72, -0.64, -0.50, -0.47, 0.69, -0.62, -0.63, 0.32, -0.37, 0.33, -0.66, -0.28, -0.19, 0.21, -0.21, -0.28, 0.39, -0.32, -0.26, -0.24, 0.20, 0.21, 0.21, 0.19, 0.21, 0.21, 0.20, 0.23, 0.21, 0.27, 0.21, 0.41, 0.23, 0.25, 0.23, 0.20, 0.18, 0.18, 0.22, 0.21, 0.25, 0.23, 0.24, 0.22, 0.46, 0.26, 0.23, 0.23, 0.23, 0.23, 0.24, 0.23, 0.24], "de_lowest_kj_mol": 9.8, "e_lumo_ev": 0.5, "fmax_ev_per_a": 1.23, "energy_ev": -48487.929, "e_homo_ev": -8.6901, "total_charge": 0, "smiles": "CCC(C)(C)NC(=O)[C@H](c1ccc(OC)cc1)N(C(=O)CCC(=O)Nc1cc(C)on1)c1ccc(F)cc1"}



No. 3
{"formula": "C28H33FN8O4SSr", "method": "ωB97M-V/def2-TZVPD", "elements": ["Sr", "C", "C", "C", "C", "C", "C", "C", "N", "N", "C", "C", "C", "C", "C", "C", "N", "C", "C", "C", "C", "C", "C", "N", "H", "H", "H", "H", "H", "H", "H", "H", "H", "H", "H", "H", "H", "H", "H", "H", "H", "H", "H", "H", "F", "N", "C", "C", "C", "S", "O", "O", "C", "C", "N", "C", "N", "C", "C", "N", "O", "O", "C", "H", "H", "H", "H", "H", "H", "H", "H", "H", "H", "H", "H", "H"], "positions_angstrom": [[-0.0020, -0.0289, 1.4050], [-1.3437, 0.1357, 4.0199], [-1.0424, 1.5852, 3.5143], [-2.0684, 2.1069, 2.5289], [-2.8806, 3.1863, 2.8458], [-3.8093, 3.6233, 1.9142], [-3.9019, 2.9673, 0.6990], [-3.0549, 1.8972, 0.4589], [-2.1576, 1.4818, 1.3504], [-0.3381, -0.9106, 3.7537], [0.8968, -0.7830, 4.5373], [1.9283, 0.1377, 3.9180], [2.4359, 1.2187, 4.6175], [3.3928, 2.0139, 4.0008], [3.7877, 1.7122, 2.7117], [3.2103, 0.6229, 2.0745], [2.3176, -0.1663, 2.6722], [-0.9008, -2.2618, 3.8358], [-2.0333, -2.4949, 2.8630], [-3.1629, -3.2104, 3.2264], [-4.1527, -3.4234, 2.2782], [-3.9898, -2.9010, 1.0070], [-2.8340, -2.1862, 0.7329], [-1.8713, -1.9978, 1.6318], [-2.2718, -0.1861, 3.5463], [-1.5446, 0.1813, 5.0992], [-0.0431, 1.7374, 3.0871], [-1.0524, 2.2257, 4.3954], [-2.7799, 3.6777, 3.8044], [-4.4505, 4.4660, 2.1377], [-4.6114, 3.2747, -0.0562], [-3.0666, 1.3534, -0.4801], [1.3509, -1.7731, 4.5980], [0.6797, -0.4603, 5.5645], [2.0880, 1.4355, 5.6193], [3.8096, 2.8678, 4.5189], [4.5088, 2.3218, 2.1868], [3.4582, 0.3726, 1.0506], [-1.2205, -2.5050, 4.8595], [-0.0981, -2.9579, 3.5795], [-3.2648, -3.5911, 4.2342], [-5.0429, -3.9824, 2.5351], [-4.7402, -3.0360, 0.2410], [-2.6564, -1.7422, -0.2405], [0.8770, 1.9371, 0.8184], [1.5992, -1.7985, -1.5984], [1.0191, -1.3409, -0.7006], [5.8313, -0.0898, -5.1709], [4.5214, -0.7099, -4.7072], [3.1561, 0.3097, -5.2203], [3.0436, 0.2523, -6.6586], [3.2878, 1.6026, -4.5868], [1.7671, -0.5116, -4.4895], [0.4967, 0.2676, -4.7967], [-0.5754, -0.1088, -3.8761], [-0.8812, 0.5327, -2.7267], [-1.9147, -0.0316, -2.1061], [-2.2822, -1.0831, -2.8746], [-1.4671, -1.1592, -3.9656], [-1.4899, -2.1489, -4.9848], [-0.6107, -2.1399, -5.8327], [-2.4001, -2.9580, -4.9412], [-0.1702, 1.7318, -2.2172], [6.6653, -0.7168, -4.8584], [5.9606, 0.9012, -4.7385], [5.8534, -0.0010, -6.2563], [4.4537, -0.7887, -3.6215], [4.3505, -1.6930, -5.1467], [1.9459, -0.5605, -3.4134], [1.7191, -1.5271, -4.8806], [0.1680, 0.0996, -5.8161], [0.6684, 1.3333, -4.6635], [-3.0955, -1.7468, -2.6339], [-0.8211, 2.6060, -2.2855], [0.7507, 1.9420, -2.7566], [0.0958, 1.5938, -1.1713]], "mulliken_charge": [1.58, -1.01, -0.65, 0.22, -0.93, -0.37, -0.98, -0.31, 0.76, 0.64, -1.32, 1.21, -0.88, -0.40, -0.58, -0.12, -0.61, -0.88, 0.28, -0.87, -0.53, -0.75, 0.27, 0.32, 0.49, 0.41, 0.33, 0.42, 0.44, 0.41, 0.45, 0.37, 0.46, 0.35, 0.40, 0.41, 0.42, 0.44, 0.33, 0.50, 0.43, 0.42, 0.46, -0.09, -0.95, -0.65, -0.23, -1.26, -0.50, 1.31, -0.69, -0.69, 0.25, -1.89, 0.47, 0.24, -0.17, -0.93, 0.37, 1.05, -0.63, -0.66, -0.59, 0.39, 0.34, 0.34, 0.39, 0.40, -0.01, 0.48, 0.27, 0.67, 0.53, 0.28, 0.33, -0.17], "de_lowest_kj_mol": 96.7, "e_lumo_ev": 0.0, "fmax_ev_per_a": 2.35, "energy_ev": -64071.028, "e_homo_ev": -8.8252, "total_charge": 0}